The following is a quantum chemistry calculation of a cluster of 3 separate species, C2H3NO3S in total at a distorted geometry, from the OMol25 dataset.

Properties
relative energy (zero: lowest compared OMol25 entry of this formula, charge and spin)	5.3697	eV
spin multiplicity	1
Kohn-Sham gap (alpha / beta)	0.295 / 0.295	Eh

CARTESIAN COORDINATES (ANGSTROEM)
C (-0.094100, -1.395972, -1.454348)
C (-2.224438, 0.515679, 0.090356)
N (-1.346063, -0.246187, -0.271304)
O (-3.185063, 1.003686, 0.548204)
O (2.161984, -1.928989, -0.489213)
O (1.369362, 1.134794, 1.205665)
S (0.912861, -1.222415, -0.201318)
H (-0.620694, -1.308071, -2.459064)
H (1.553174, 2.002661, 0.883650)
H (1.472973, 1.444818, 2.147372)

Cartesian forces (eV/Å) of the 3 atoms listed first:
C -3.60 3.21 1.08
C 1.52 -3.25 -1.28
N 0.55 -0.08 -0.91

Here are the natural (NBO) charges for atoms 1 to 8, given in e: number 1, C, carries -0.2717; number 2, C, carries 0.7872; number 3, N, carries -0.7428; number 4, O, carries -0.5638; number 5, O, carries -0.8624; number 6, O, carries -0.9325; number 7, S, carries 1.3549; number 8, H, carries 0.2896

The following is a quantum chemistry calculation of a cluster of 4 separate species, CH10O3S2 in total at a distorted geometry, from the OMol25 dataset.

Properties
relative energy (zero: lowest compared OMol25 entry of this formula, charge and spin)	2.0548	eV
spin multiplicity	1
Kohn-Sham gap	0.282	Eh
SMILES	CSS.O.O.O

CARTESIAN COORDINATES (ANGSTROEM)
C (-0.187931, 2.394173, 3.599795)
S (-0.274507, 1.748936, 1.828839)
S (-0.533451, 2.665290, -0.148004)
H (-0.398651, 1.419503, 4.045959)
H (-0.858327, 3.161850, 3.908074)
H (0.818136, 2.741249, 3.603155)
H (-0.709189, 3.790623, 0.552094)
H (-2.095994, -4.942100, -0.296148)
H (-0.662417, -5.498177, -0.739931)
O (-1.483407, -5.085640, -1.018237)
H (-0.202967, -0.922151, -2.834753)
H (1.002419, -0.274638, -3.628651)
O (0.704614, -1.050245, -3.134590)
H (2.100067, -2.987459, -2.261887)
H (2.474051, -4.473179, -2.333430)
O (2.365267, -3.737843, -1.725554)

Cartesian forces (eV/Å) of the 3 atoms listed first:
C 0.10 0.25 -2.14
S -0.30 -2.16 -0.45
S 0.12 0.58 2.01

Here are the natural (NBO) charges for atoms 1 to 8, given in e: number 1, C, carries -0.6529; number 2, S, carries -0.0544; number 3, S, carries -0.1153; number 4, H, carries 0.2449; number 5, H, carries 0.2188; number 6, H, carries 0.2220; number 7, H, carries 0.1368; number 8, H, carries 0.4745

The following is a quantum chemistry calculation of a structure of composition C23H23AsPTl at a distorted geometry, from the OMol25 dataset.

Properties
relative energy (zero: lowest compared OMol25 entry of this formula, charge and spin)	0.0000	eV
spin multiplicity	1
Kohn-Sham gap	0.159	Eh

CARTESIAN COORDINATES (ANGSTROEM)
C (-3.451345, -3.375639, -1.198836)
C (-2.171073, -3.790726, -1.676962)
C (-1.333687, -4.092735, -0.549112)
C (-2.121142, -3.935630, 0.610845)
C (-3.419671, -3.446422, 0.226883)
Tl (-2.925248, 0.464671, 0.155392)
P (-4.590344, 1.951512, -1.250367)
H (-4.314231, -3.110410, -1.808113)
H (-1.854945, -3.774158, -2.742254)
H (-0.255602, -4.269954, -0.577831)
H (-4.254250, -3.252853, 0.897720)
H (-1.776191, -4.010873, 1.671005)
H (-5.815284, 2.098297, -0.519106)
H (-5.089575, 1.730217, -2.575817)
H (-4.197166, 3.331699, -1.333481)
C (5.365909, -0.439151, 0.870329)
C (4.515749, -1.200979, 1.676318)
C (3.149544, -1.217784, 1.403867)
C (2.643947, -0.461146, 0.322003)
C (3.504439, 0.297786, -0.488877)
C (4.874097, 0.300865, -0.201292)
As (0.710928, -0.530240, 0.075886)
C (0.215862, 0.534948, 1.648325)
C (-0.681716, -0.037737, 2.564388)
C (-1.034475, 0.651357, 3.724553)
C (-0.476249, 1.893148, 4.014986)
C (0.448187, 2.427386, 3.123532)
C (0.817538, 1.754061, 1.951183)
C (0.431125, 0.745707, -1.385431)
C (0.005338, 2.069521, -1.249687)
C (-0.184169, 2.869927, -2.378626)
C (0.046247, 2.370767, -3.649951)
C (0.491304, 1.059750, -3.783761)
C (0.690107, 0.250344, -2.665661)
H (6.427622, -0.438918, 1.078286)
H (4.897357, -1.799224, 2.508788)
H (2.478095, -1.817352, 2.033833)
H (3.132369, 0.884386, -1.341061)
H (5.539298, 0.877252, -0.847273)
H (-1.114993, -1.023672, 2.367032)
H (-1.786213, 0.227087, 4.387540)
H (-0.761396, 2.439277, 4.918042)
H (0.891659, 3.392983, 3.332703)
H (1.569356, 2.178084, 1.276355)
H (-0.232158, 2.481663, -0.261242)
H (-0.563135, 3.876149, -2.260412)
H (-0.109417, 2.993855, -4.530416)
H (0.670357, 0.653921, -4.777303)
H (0.997241, -0.781017, -2.786923)

Cartesian forces (eV/Å) of the 3 atoms listed first:
C 0.91 0.02 -0.04
C 0.17 0.53 0.02
C -0.91 0.40 -0.45

Here are the natural (NBO) charges for atoms 1 to 8, given in e: number 1, C, carries -0.3640; number 2, C, carries -0.3562; number 3, C, carries -0.3189; number 4, C, carries -0.3574; number 5, C, carries -0.3793; number 6, Tl, carries 0.7828; number 7, P, carries -0.1379; number 8, H, carries 0.1908

The following is a quantum chemistry calculation of an isolated molecule of C3H4N2 at a distorted geometry, from the OMol25 dataset.

Properties
relative energy (zero: lowest compared OMol25 entry of this formula, charge and spin)	3.1691	eV
spin multiplicity	1
Kohn-Sham gap	0.406	Eh
SMILES	N#C[C@H]1CN1

CARTESIAN COORDINATES (ANGSTROEM)
C (-1.752329, -0.025104, -0.018616)
C (-0.314280, -0.196829, 0.404490)
C (1.003799, -0.367822, -0.434244)
H (0.019233, -0.370707, 1.510452)
H (0.683875, -1.108923, -1.383534)
H (1.953119, -0.629061, 0.173220)
H (0.767041, 1.609470, 0.400441)
N (-2.815292, 0.133979, -0.339810)
N (0.454834, 0.954994, -0.312400)

Cartesian forces (eV/Å) of the 3 atoms listed first:
C 5.63 -1.93 1.64
C 1.54 2.04 0.97
C -1.64 -2.34 -0.71

Here are the natural (NBO) charges for atoms 1 to 8, given in e: number 1, C, carries 0.2770; number 2, C, carries -0.2363; number 3, C, carries -0.2144; number 4, H, carries 0.2354; number 5, H, carries 0.2319; number 6, H, carries 0.2151; number 7, H, carries 0.3792; number 8, N, carries -0.3164

The following is a quantum chemistry calculation of a structure of composition C32H30HfN9O2S2SeSi, from the OMol25 dataset.

Properties
charge	-1
spin multiplicity	1
Kohn-Sham gap	0.167	Eh

CARTESIAN COORDINATES (ANGSTROEM)
Hf (-0.118358, 0.078016, -0.353031)
C (3.299559, 2.098044, -2.850965)
C (2.106024, 1.272485, -2.487183)
N (2.033726, 0.655398, -1.361897)
N (3.177141, 0.736716, -0.625799)
C (3.163015, 0.102325, 0.514945)
N (4.347047, 0.159280, 1.201050)
S (1.902238, -0.817247, 1.254483)
C (0.915311, 1.199153, -3.337152)
C (0.921860, 1.647726, -4.657051)
C (-0.213265, 1.516238, -5.432274)
C (-1.338794, 0.924543, -4.883051)
C (-1.271420, 0.496330, -3.569965)
N (-0.185765, 0.635656, -2.810422)
H (4.198393, 1.484619, -2.912171)
H (3.454968, 2.811839, -2.038474)
H (3.161524, 2.644531, -3.780403)
H (5.006841, 0.851173, 0.890392)
H (4.319854, -0.078474, 2.175059)
H (1.814213, 2.088536, -5.071965)
H (-0.218199, 1.864890, -6.458174)
H (-2.250915, 0.796066, -5.449350)
H (-2.117363, 0.019841, -3.094761)
S (-3.414385, -2.638949, 6.669919)
N (-3.254257, -3.385397, 5.244156)
C (-2.585321, -2.560103, 4.462210)
C (-2.178983, -2.831790, 3.093628)
C (-2.404417, -4.067437, 2.494508)
C (-1.939143, -4.261087, 1.221972)
C (-1.295456, -3.207215, 0.582241)
N (-1.101319, -2.008885, 1.115491)
C (-1.515755, -1.828641, 2.379911)
C (-1.219138, -0.532929, 3.013364)
N (-0.620917, 0.388271, 2.256885)
C (-0.237186, 1.518355, 2.830149)
C (-0.463217, 1.807914, 4.176739)
C (-1.138916, 0.898379, 4.946363)
C (-1.527103, -0.303718, 4.356915)
C (-2.250068, -1.327542, 5.088172)
N (-2.670256, -1.242796, 6.336645)
H (-2.925257, -4.837569, 3.049228)
H (-2.065173, -5.202524, 0.706090)
H (-0.934215, -3.358360, -0.416587)
H (0.241569, 2.231063, 2.162433)
H (-0.118493, 2.750424, 4.580183)
H (-1.373314, 1.073396, 5.989335)
O (-1.273378, -1.564168, -1.730345)
C (-0.244840, -2.160565, -2.115969)
C (-0.199818, -3.254855, -3.160352)
C (1.259347, -3.696439, -3.076334)
C (1.910339, -2.672447, -2.126314)
O (3.094583, -2.622106, -1.900911)
N (0.927838, -1.855113, -1.593791)
H (-0.468467, -2.820038, -4.125463)
H (-0.934521, -4.028225, -2.932548)
H (1.789422, -3.697602, -4.026908)
H (1.377665, -4.685303, -2.630272)
C (-3.424501, 1.539028, 1.416795)
Si (-2.826369, 0.821561, -0.244204)
C (-3.343906, 2.191374, -1.456215)
C (-4.106622, -0.569353, -0.590946)
C (-4.711820, -0.740633, -1.841981)
C (-5.553141, -1.815435, -2.114719)
C (-5.825974, -2.757604, -1.131470)
C (-5.253636, -2.606127, 0.126139)
C (-4.411283, -1.531276, 0.382076)
H (-4.438277, 1.944247, 1.319515)
H (-2.748997, 2.352207, 1.696731)
H (-3.437524, 0.803959, 2.229213)
H (-4.401349, 2.450361, -1.319865)
H (-3.192912, 1.932902, -2.507161)
H (-2.727527, 3.067366, -1.244570)
H (-4.524963, -0.011654, -2.625229)
H (-6.002220, -1.915953, -3.097441)
H (-6.482836, -3.594198, -1.338856)
H (-5.464999, -3.328424, 0.909012)
H (-3.984433, -1.431546, 1.376180)
Se (0.078763, 2.629042, -0.137591)

Cartesian forces (eV/Å) of the 3 atoms listed first:
Hf 0.47 0.37 0.14
C -0.05 -0.02 0.00
C -0.07 -0.02 -0.16

Here are the Mulliken charges for atoms 1 to 8, given in e: number 1, Hf, carries 1.7988; number 2, C, carries -1.8624; number 3, C, carries 0.5990; number 4, N, carries 1.3072; number 5, N, carries -1.6438; number 6, C, carries 0.5282; number 7, N, carries -0.4741; number 8, S, carries -0.6154